Entry 1:
This record from the OMol25 dataset describes C11H14N3O7P2PdS5 as an isolated structure at a distorted geometry. The level of theory is the ωB97M-V functional and the def2-TZVPD basis.

XYZ file:
```
43
Properties=species:S:1:pos:R:3:mulliken_charge:R:1
Pd 0.51850 0.17241 0.56125 0.53
O 5.35713 0.27154 4.92108 -0.40
C 4.41947 0.35667 4.21135 0.55
S 4.39742 1.43658 2.76416 -0.03
C 2.81590 1.02428 2.26033 0.36
C 2.08204 0.05975 3.09543 0.30
S 0.50813 -0.26104 2.80056 -0.15
S 2.93487 -0.63284 4.40515 -0.01
S 2.07674 1.68775 0.95230 -0.17
N 2.53749 -3.34745 -0.93377 -0.18
C 1.24192 -2.63559 -1.33746 0.83
C 0.53661 -3.34607 -2.48637 -1.76
P 1.83356 -0.89915 -1.74820 0.76
O 2.28999 -1.10831 -3.26587 -0.52
O 3.00576 -0.69982 -0.83800 -0.79
O 0.67158 0.07796 -1.66284 -0.44
P 0.25195 -2.58699 0.23007 0.87
O -0.51190 -3.97206 0.38141 -0.54
O 1.28310 -2.57931 1.30515 -0.78
O -0.70763 -1.39464 0.15828 -0.62
H 2.82946 -4.05988 -1.59925 0.32
H 2.43029 -3.73060 0.01398 0.33
H 3.24684 -2.59302 -0.84389 0.34
H 1.16771 -3.39008 -3.37352 0.47
H -0.35718 -2.77952 -2.75059 0.42
H 0.22784 -4.35258 -2.20181 0.47
H 2.12179 -0.35397 -3.84520 0.35
H -1.47077 -3.96918 0.26373 0.35
N -4.64657 5.68771 0.79506 -0.33
C -4.05221 5.18317 -0.29752 0.27
S -4.33296 5.79583 -1.79916 -0.35
C -3.11138 4.04193 -0.06258 1.09
C -2.61316 3.73326 1.20157 -0.85
C -1.73482 2.67091 1.33578 -0.45
N -1.34209 1.90889 0.32398 0.00
C -1.81559 2.20776 -0.88911 -0.40
C -2.68812 3.25407 -1.12367 -0.68
H -5.29130 6.45129 0.67939 0.21
H -4.56748 5.26235 1.70067 0.16
H -2.85770 4.31123 2.08223 0.29
H -1.32614 2.42313 2.31354 0.34
H -1.47014 1.57609 -1.69821 0.48
H -3.04406 3.46891 -2.12169 0.37
```

The energy relative to the best compared isomer or geometry (same formula, charge and spin) comes out at 0.585 eV. As for the net charge: +1. Its LUMO energy is -5.93 eV. As for the HOMO energy: -10.52 eV. As for the frontier orbital gap: 4.59 eV.

Entry 2:
This record from the OMol25 dataset describes C11H14N4O4S as an isolated structure at a distorted geometry. The level of theory is the ωB97M-V functional and the def2-TZVPD basis.

XYZ file:
```
34
Properties=species:S:1:pos:R:3:mulliken_charge:R:1
O 2.80738 0.49814 0.97505 -0.55
O 0.48781 1.15156 -2.73292 -0.64
O -2.49815 -1.09271 0.68307 -0.59
N 2.11555 3.17405 1.95740 -0.66
N 0.82236 4.58877 0.46374 -0.62
O -1.98624 -3.21039 0.34140 -0.38
S 1.40133 4.69029 2.00081 0.19
C 2.04993 1.22189 0.39955 0.19
C 0.98083 1.64938 -1.70401 0.60
C -1.82751 -1.92443 0.14227 0.32
C 1.81219 2.56703 0.80430 0.42
C 0.97872 3.40929 -0.00081 1.05
N 0.69097 2.97308 -1.28681 0.08
N 1.59555 0.77807 -0.85374 0.12
C -0.09744 3.80478 -2.16023 -1.03
C -1.59979 -3.26093 2.78431 -0.89
C -2.45824 -3.71209 1.58454 -0.24
C -0.83574 -1.45498 -0.87503 -0.19
C 1.67226 -0.62291 -1.23839 -1.21
C 0.74762 -1.57883 -0.38186 -0.69
H -0.44927 4.77448 -1.70292 0.35
H 0.48445 4.07324 -3.00623 0.35
H -0.96058 3.28605 -2.63953 0.31
H -0.92821 -4.10354 3.02574 0.28
H -1.13962 -2.31568 2.48302 0.27
H -2.10791 -3.16002 3.76592 0.31
H -2.41470 -4.81216 1.62922 0.30
H -3.44739 -3.29691 1.63541 0.33
H -1.22839 -0.45627 -1.09109 0.22
H -0.97951 -2.09191 -1.79005 0.33
H 2.79158 -0.82035 -1.13953 0.40
H 1.44316 -0.87079 -2.25100 0.44
H 1.02986 -1.24038 0.65236 0.41
H 1.04714 -2.61482 -0.47393 0.44
```

The energy relative to the best compared isomer or geometry (same formula, charge and spin) comes out at 1.489 eV. Its LUMO energy is -0.88 eV. As for the HOMO energy: -9.44 eV. As for the frontier orbital gap: 8.56 eV.

Entry 3:
This record from the OMol25 dataset describes a 2-piece molecular cluster, C11H14NO2S overall at a distorted geometry. The level of theory is the ωB97M-V functional and the def2-TZVPD basis.

XYZ file:
```
29
Properties=species:S:1:pos:R:3:mulliken_charge:R:1
C -4.10186 -1.53967 0.07288 -0.42
C -4.43805 -0.46893 0.93147 -0.66
C -2.96020 -1.48512 -0.65818 -0.74
C -3.69063 0.77585 0.98694 -0.63
C -2.22492 -0.30230 -0.64448 0.40
C -2.52950 0.79595 0.20468 0.32
C -0.47300 1.14033 -1.62561 -0.68
C 2.80146 0.30703 -1.21162 -1.30
C 1.27063 -0.44267 0.71548 -1.15
C 2.28377 1.90205 0.58232 -1.50
C 1.71930 0.69047 -0.19688 1.11
N -1.19657 -0.02987 -1.52630 0.10
O -0.68158 2.56268 0.86262 -0.65
O -2.22456 3.11040 -0.93998 -0.73
S -1.32141 2.09321 -0.33268 1.20
H -4.78185 -2.38451 -0.08060 0.33
H -5.30516 -0.48696 1.46017 0.48
H -2.58876 -2.41051 -1.17668 0.25
H -3.78640 1.36677 1.91024 0.34
H 2.71368 -0.75075 -1.79466 0.24
H 2.91679 1.16461 -2.05383 0.25
H 3.94219 0.25229 -0.82284 0.30
H 2.07517 -0.75482 1.38957 0.41
H 1.06274 -1.41356 0.15586 0.25
H 0.21182 -0.22538 1.09097 0.13
H 3.14977 1.45214 1.12298 0.46
H 1.43437 2.17286 1.12534 0.33
H 2.51047 2.58005 -0.17841 0.35
H -1.08567 -0.81220 -2.22198 0.21
```

The energy relative to the best compared isomer or geometry (same formula, charge and spin) comes out at 3.621 eV. As for the net charge: -1. Its LUMO energy (spin up / spin down) is 3.34 / 3.35 eV. As for the HOMO energy (spin up / spin down): -2.30 / -3.20 eV. As for the frontier orbital gap (spin up / spin down): 5.64 / 6.55 eV.

Entry 4:
This record from the OMol25 dataset describes one molecule with the formula C11H14O2 at a distorted geometry. The level of theory is the ωB97M-V functional and the def2-TZVPD basis.

XYZ file:
```
27
Properties=species:S:1:pos:R:3:mulliken_charge:R:1
C 1.86598 -1.38103 1.25404 -0.83
C 2.44720 -0.70725 0.05661 -0.27
C 1.34981 -0.67167 -1.17702 -0.53
C 0.33181 0.28368 -0.61623 0.08
C -1.00468 0.02039 -0.47188 0.35
C -1.83435 -1.29300 -0.30799 -0.99
C -3.15832 -0.80351 -0.20954 -0.29
C -1.88580 1.00235 -0.00714 0.08
C -1.56820 2.29575 0.38869 -0.88
C -0.31493 2.58923 0.10871 -0.34
C 0.62207 1.60334 -0.33784 0.78
H 1.86533 -2.59422 1.12259 0.22
H 2.29062 -1.13543 2.42036 0.31
H 0.79455 -0.93101 1.55016 0.12
H 3.46559 -1.22866 -0.46941 0.29
H 2.84194 0.27944 0.37409 0.18
H 0.81528 -1.66275 -1.29639 0.29
H 1.80435 -0.17456 -1.99737 0.38
H -1.28414 -1.85914 0.36164 0.41
H -1.46903 -1.84758 -1.18003 0.41
H -3.86084 -1.47312 0.43486 0.22
H -3.69439 -0.78407 -1.23088 0.23
H -2.39258 2.90752 0.97687 0.27
H 0.40703 3.40814 0.45809 0.30
H 2.68166 1.56439 -0.25484 0.28
O -3.05267 0.35051 0.33727 -0.40
O 1.93670 2.24227 -0.28739 -0.65
```

The energy relative to the best compared isomer or geometry (same formula, charge and spin) comes out at 5.021 eV. As for the structure (SMILES): CCCc1c(O)ccc2c1CCO2. Its LUMO energy is 0.74 eV. As for the HOMO energy: -7.72 eV. As for the frontier orbital gap: 8.46 eV.

Entry 5:
This record from the OMol25 dataset describes a 4-piece molecular cluster, C11H14O2 overall at a distorted geometry. The level of theory is the ωB97M-V functional and the def2-TZVPD basis.

XYZ file:
```
27
Properties=species:S:1:pos:R:3:mulliken_charge:R:1
C -2.07849 2.18228 1.51830 -0.62
C -1.11577 0.55950 -0.01185 0.46
C -0.82012 -0.74309 0.49840 -1.06
C 0.62796 -1.11130 0.35730 0.43
C 1.44225 -0.57358 -0.63256 -0.64
C 0.84031 0.61873 -1.11473 -0.54
C -0.31800 1.10001 -0.99563 1.04
C -0.34230 2.19955 -1.93813 -0.04
C 1.13605 -2.28707 1.22390 -0.02
C 1.12247 -3.63358 0.29322 -1.93
C 2.60973 -2.11182 1.65949 -0.77
H -3.16238 2.70039 1.42616 0.23
H -1.31828 3.12595 1.34829 0.21
H -1.81268 1.70032 2.44346 0.31
H -1.36745 -1.60662 0.96660 0.36
H 2.53483 -0.85039 -0.90355 0.36
H 1.56962 1.13162 -1.68825 0.16
H 0.71937 2.27896 -2.40606 0.22
H 0.49707 -2.38522 2.06113 0.62
H 1.53010 -4.32454 0.74940 0.77
H 0.11864 -3.70433 -0.12706 0.38
H 1.63071 -3.45893 -0.69254 0.36
H 2.24765 -2.66190 3.08609 0.22
H 3.02305 -0.66784 1.51585 0.24
H 3.41917 -3.15507 0.56434 0.19
O -2.19591 1.34795 0.47582 -0.38
O -1.33583 2.98702 -2.16210 -0.56
```

The energy relative to the best compared isomer or geometry (same formula, charge and spin) comes out at 12.262 eV. Its LUMO energy is -0.22 eV. As for the HOMO energy: -9.25 eV. As for the frontier orbital gap: 9.03 eV.

Entry 6:
This record from the OMol25 dataset describes a 2-piece molecular cluster, C11H14Si overall at a distorted geometry. The level of theory is the ωB97M-V functional and the def2-TZVPD basis.

XYZ file:
```
26
Properties=species:S:1:pos:R:3:mulliken_charge:R:1
C -1.41780 3.81160 0.73593 -0.69
C -1.87727 3.07395 -0.31121 -0.41
C -0.52772 3.17655 1.62168 -0.20
C -1.48902 1.77979 -0.44719 -0.60
C -0.12057 1.89401 1.55764 -0.68
C -0.61655 1.16673 0.42350 1.38
C 0.70900 -2.44063 1.92634 -0.74
C -1.36743 -2.77101 -1.35606 -0.75
C 0.95586 -1.25261 1.45721 -0.18
C -1.22539 -1.56038 -0.81731 -0.12
C 2.32522 -0.23594 -1.57076 -1.15
Si 0.14059 -0.46910 -0.03473 0.66
H -1.88071 4.80519 0.93878 0.31
H -2.42763 3.38876 -1.17164 0.36
H -0.17223 3.88846 2.42966 0.23
H -1.97407 1.16481 -1.29138 0.00
H 0.61539 1.55016 2.30689 0.14
H 1.11447 -2.93803 2.84723 0.26
H 0.25761 -3.06584 1.27491 0.24
H -2.39451 -2.92041 -1.69598 0.23
H -0.61995 -3.46952 -1.51674 0.35
H 1.33308 -0.47507 2.11638 0.23
H -1.98260 -0.78336 -0.94748 0.03
H 1.95319 -0.56426 -2.58197 0.36
H 2.57202 0.84827 -1.57393 0.37
H 3.12152 -0.87620 -1.17332 0.38
```

The energy relative to the best compared isomer or geometry (same formula, charge and spin) comes out at 3.097 eV. Its LUMO energy (spin up / spin down) is 0.91 / -2.09 eV. As for the HOMO energy (spin up / spin down): -5.26 / -9.15 eV. As for the frontier orbital gap (spin up / spin down): 6.17 / 7.07 eV. As for the spin multiplicity: 3.